(1)
# C11H15N

2 unconnected molecules or ions with the total composition C11H15N in a non-equilibrium geometry (the ωB97M-V functional and the def2-TZVPD basis, OMol25).

```
27
Properties=species:S:1:pos:R:3:forces:R:3
C 0.717 2.271 -2.061 0.570 0.731 -0.524
C -0.523 2.028 -2.909 -0.245 -0.545 0.182
H 0.466 2.763 -1.124 -0.022 -0.381 0.254
H 1.340 1.388 -1.888 -0.415 0.031 0.130
H 1.369 2.999 -2.574 -0.091 -0.128 0.047
H -0.291 1.960 -3.975 -0.063 0.153 0.078
H -1.285 2.783 -2.726 0.098 0.376 -0.262
H -1.027 1.103 -2.634 0.207 -0.200 0.081
C 0.672 1.305 2.435 0.794 0.251 -0.527
C -0.265 -0.727 1.166 0.659 0.152 -0.526
C 0.609 -0.154 2.147 -0.828 -0.115 -0.185
C 0.043 -2.092 1.070 0.467 -0.124 -0.231
C 1.378 -1.162 2.653 0.720 -0.286 0.636
C -1.008 -0.134 0.079 -0.025 0.621 0.933
C -1.607 -0.969 -0.855 0.107 -0.301 -0.558
C -1.366 -2.331 -0.884 -0.105 -0.344 0.211
C -0.470 -2.921 0.073 0.019 -0.372 0.251
N 1.111 -2.360 1.949 -0.740 -0.103 0.249
H -1.064 0.948 0.061 -0.327 0.036 -0.242
H -2.205 -0.563 -1.669 -0.074 0.136 0.145
H -1.848 -2.952 -1.638 0.110 0.092 0.067
H 0.740 1.842 1.487 -0.054 0.081 -0.235
H 1.601 1.573 2.948 -0.191 -0.059 0.316
H 2.152 -1.176 3.419 -0.286 0.189 -0.199
H 1.070 -3.212 2.497 0.121 0.147 -0.284
H -0.121 -3.952 0.019 -0.183 0.134 -0.168
H -0.186 1.743 2.933 -0.224 -0.176 0.360
```
Forces are in eV/Å.

Calculated values
Kohn-Sham gap (spin up / spin down): 3.03 / 6.54 eV
HOMO energy (spin up / spin down): 0.68 / -2.87 eV
<S²>: 0.770
Spin multiplicity: 2
ΔE to the lowest compared entry with this formula, charge and spin: 27.7 kJ/mol
Net charge: -1

***

(2)
# C11H15N

2 unconnected molecules or ions with the total composition C11H15N in a non-equilibrium geometry (the ωB97M-V functional and the def2-TZVPD basis, OMol25).

```
27
Properties=species:S:1:pos:R:3:forces:R:3
C -0.935 0.292 2.439 1.724 0.295 0.503
C 1.002 0.903 -0.716 0.460 -0.101 0.160
C -0.219 0.693 -0.021 0.144 0.691 0.950
C 0.071 0.577 1.375 0.593 0.855 -1.829
C 1.443 0.748 1.495 -0.178 -0.504 0.895
C 1.015 1.089 -2.082 0.099 0.094 -0.053
C -0.240 1.056 -2.748 -0.493 -0.684 -0.665
C -1.454 0.956 -0.680 -0.809 -0.202 -0.559
C -1.478 1.040 -2.086 1.598 0.235 0.542
N 2.032 0.938 0.214 -1.174 -0.203 0.902
H 2.999 0.728 0.070 0.047 0.030 -0.387
H 1.890 1.329 -2.678 0.195 -0.211 0.254
H 1.978 0.413 2.376 0.545 0.199 -0.244
H -0.144 0.755 -3.790 -0.538 0.676 -0.286
H -2.348 1.018 -0.067 -0.141 0.057 -0.215
H -0.410 -0.526 2.973 -1.450 -0.566 -0.116
H -1.897 0.203 1.945 -0.172 -0.831 0.527
H -2.364 1.235 -2.672 -0.348 -0.357 0.097
H -1.000 1.030 3.248 -0.113 0.495 -0.406
C -1.176 -3.066 1.019 -0.399 0.663 1.042
C 0.293 -3.231 0.660 0.586 -0.753 -0.622
H -1.926 -3.294 0.264 0.357 -0.077 -0.351
H -1.525 -3.570 1.926 0.412 -0.366 -0.038
H -1.303 -2.019 1.291 -0.260 0.106 -0.325
H 0.847 -4.053 1.129 -0.456 -0.050 0.380
H 0.412 -3.469 -0.401 -0.052 0.374 -0.054
H 0.875 -2.334 0.872 -0.179 0.132 -0.102
```
Forces are in eV/Å.

Calculated values
Kohn-Sham gap (spin up / spin down): 3.19 / 6.47 eV
HOMO energy (spin up / spin down): 0.61 / -2.75 eV
<S²>: 0.774
Spin multiplicity: 2
ΔE to the lowest compared entry with this formula, charge and spin: 92.0 kJ/mol
Net charge: -1